1.
One molecule with the formula C4H7N3. Source: the OMol25 dataset; level of theory: the ωB97M-V functional and the def2-TZVPD basis.

As for the frontier orbital gap: 0.384 hartree. The value obtained for the HOMO energy is -10.22 eV. Its total charge is 0. Its SMILES is [H]/N=C(\C#N)NCC. For the molecular weight, the calculation gives 97.12 g mol⁻¹. The max |F| is 1.4 eV Å⁻¹. The calculation puts the energy above the lowest of the compared OMol25 structures with the same formula, charge and spin at 0.832 eV.

Atoms and positions in Å:
H 3.01430 -1.26292 -0.14299
N 2.17190 -1.26665 0.42821
C 1.41394 -0.26869 0.20214
C 1.72316 0.77191 -0.78594
N 2.04286 1.60448 -1.52589
N 0.27382 -0.06147 0.99064
C -1.02205 -0.41979 0.35519
C -1.72267 0.69772 -0.40787
H 0.40318 -0.69394 1.79009
H -0.89390 -1.30676 -0.28938
H -1.66577 -0.72281 1.18560
H -1.19414 0.97075 -1.33038
H -1.81074 1.59511 0.21382
H -2.73389 0.36305 -0.68324

***

2.
One molecule with the formula C4H7N3. Source: the OMol25 dataset; level of theory: the ωB97M-V functional and the def2-TZVPD basis.

As for the frontier orbital gap (alpha / beta): 0.314 / 0.314 hartree. The value obtained for the HOMO energy (alpha / beta) is -8.25 / -8.26 eV. Its total charge is 0. Its SMILES is [H]/N=N\C#CNCC. For the molecular weight, the calculation gives 97.12 g mol⁻¹. The max |F| is 4.0 eV Å⁻¹. The calculation puts the energy above the lowest of the compared OMol25 structures with the same formula, charge and spin at 5.291 eV.

Atoms and positions in Å:
H -1.72679 2.25510 1.72578
N -2.62290 1.76411 1.48631
N -3.00946 1.38792 0.35862
C -2.02118 1.26722 -0.52928
C -1.02831 0.55379 -0.21051
N -0.27761 -0.43532 -0.50752
C 0.91996 -0.72893 0.21587
C 2.11319 -0.35283 -0.58689
H -0.45459 -0.90257 -1.38498
H 0.93496 -0.21651 1.17993
H 0.92156 -1.79603 0.40834
H 2.09697 0.72181 -0.76014
H 2.08956 -0.85367 -1.55792
H 2.99797 -0.60655 -0.00760

***

3.
One molecule with the formula C4H7N3. Source: the OMol25 dataset; level of theory: the ωB97M-V functional and the def2-TZVPD basis.

As for the frontier orbital gap: 0.302 hartree. The value obtained for the HOMO energy is -8.18 eV. Its total charge is 0. For the molecular weight, the calculation gives 97.12 g mol⁻¹. The max |F| is 1.6 eV Å⁻¹. The calculation puts the energy above the lowest of the compared OMol25 structures with the same formula, charge and spin at 3.503 eV.

Atoms and positions in Å:
C 2.17248 -0.08785 0.35523
N 1.32671 0.35253 -0.76125
C -0.06836 0.36235 -0.64568
N -0.94770 0.74704 -1.54688
N -2.57979 0.20450 -0.61876
C -2.00039 -0.35891 0.42194
C -0.65584 -0.15651 0.55087
H 1.77882 -1.01787 0.77964
H 3.18994 -0.30580 0.00062
H 2.25406 0.65262 1.16739
H 1.77627 0.98847 -1.40375
H -3.50862 -0.22107 -0.82781
H -2.53307 -1.01801 1.10978
H -0.16963 -0.06253 1.50131